No. 1
Below is a molecular structure, C5H7NS, with properties calculated with ωB97M-V/def2-TZVPD.

The geometry in XYZ format:
```
14
C5H7NS | OMol25 | ωB97M-V/def2-TZVPD
C 0.5464 0.1710 0.1537
C -0.1602 -0.0220 -1.1781
C -1.5699 0.4881 -0.8064
C -0.4486 -0.8512 0.6862
C -0.2719 -1.5046 -0.7026
H 0.2715 0.2527 -2.1358
H -1.5963 1.5981 -0.7404
H -2.3426 0.1560 -1.4951
H -1.8862 0.5352 1.2502
H -0.3053 -1.3684 1.6286
H -1.1224 -2.0955 -1.0721
H 0.6358 -2.0359 -0.8126
N -1.7495 -0.1893 0.5222
S 1.8761 0.9121 0.6753
```

Values from the calculation:
F_max: 1.15 eV Å⁻¹
Orbital gap: 8.5 eV
Energy above the lowest of the compared OMol25 structures with the same formula, charge and spin: 1.739 eV
HOMO: -8.32 eV
E_tot: -17621.9066 eV
Lowest unoccupied orbital energy: 0.141 eV

Atom charges from the natural (NBO) analysis, given in e for atoms 1 to 4: -0.0583 -0.3083 -0.2252 -0.1341

***

No. 2
Below is C5H7NS in the gas phase, with properties calculated with ωB97M-V/def2-TZVPD.

The geometry in XYZ format:
```
14
C5H7NS | OMol25 | ωB97M-V/def2-TZVPD
C -1.4770 1.8161 -0.5995
C -0.6539 0.7789 -0.2203
S -1.1417 -1.0011 -0.1543
C 0.6774 -1.5267 0.4226
C 1.2935 -0.3590 -0.1144
N 1.9653 0.8596 0.0932
C 0.5920 0.7663 0.5909
H -1.1065 2.9177 -0.4689
H -2.4138 1.5421 -1.1124
H 0.5199 -1.6350 1.5314
H 0.9680 -2.6588 0.0612
H 0.9274 -0.4591 -1.1524
H 2.6588 0.9894 0.9002
H 0.3632 0.4509 1.5810
```

Values from the calculation:
F_max: 5.62 eV Å⁻¹
Orbital gap: 9.2 eV
Energy above the lowest of the compared OMol25 structures with the same formula, charge and spin: 5.036 eV
HOMO: -8.48 eV
E_tot: -17618.6099 eV
Lowest unoccupied orbital energy: 0.697 eV

Atom charges from the natural (NBO) analysis, given in e for atoms 1 to 4: -0.4249 -0.1295 0.1398 -0.4441

***

No. 3
Below is C5H7NS in the gas phase, with properties calculated with ωB97M-V/def2-TZVPD.

The geometry in XYZ format:
```
14
C5H7NS | OMol25 | ωB97M-V/def2-TZVPD
C 0.2922 1.6121 0.0443
C -1.9007 0.5909 0.0101
C -0.3848 0.4464 0.0898
C 1.8708 -0.9570 0.0919
C 0.3366 -0.9168 -0.0340
N 0.9222 2.6021 -0.1105
S -3.3820 -0.5549 -0.0135
H -2.2738 1.2952 0.8270
H -1.9519 1.4576 -0.7893
H 2.1345 -1.0284 1.0590
H 2.4185 0.0095 -0.2395
H 2.1731 -1.7404 -0.4308
H -0.3332 -1.6050 0.5610
H 0.0785 -1.2113 -1.0654
```

Values from the calculation:
F_max: 5.48 eV Å⁻¹
Orbital gap (spin up / spin down): 8.9 / 6.2 eV
Energy above the lowest of the compared OMol25 structures with the same formula, charge and spin: 4.076 eV
HOMO (spin up / spin down): -9.89 / -8.57 eV
E_tot: -17619.5700 eV
Lowest unoccupied orbital energy (spin up / spin down): -1.008 / -2.361 eV

Atom charges from the natural (NBO) analysis, given in e for atoms 1 to 4: 0.1766 -0.6575 -0.0016 -0.5916